Entry from the OMol25 dataset: C3H8N2 in the gas phase (ωB97M-V/def2-TZVPD).

Computed properties:
Kohn-Sham gap	9.77	eV
SMILES	CC(C)=NN
relative energy (zero: lowest compared OMol25 entry of this formula, charge and spin)	189.7	kJ/mol

Atoms and positions in Å:
C -0.14344 1.77695 -0.19781
C -0.02035 0.29512 -0.17395
C 0.76572 -0.37647 0.95553
N -0.64984 -0.35726 -1.07847
N -0.49077 -1.74250 -1.07690
H -0.66955 2.07626 -1.11320
H -0.75299 2.03944 0.66662
H 0.83864 2.30584 -0.05340
H 1.61611 -1.05022 0.60671
H 0.07428 -1.03796 1.50664
H 1.20502 0.36226 1.63784
H -1.36066 -2.09752 -1.51097
H -0.41217 -2.19395 -0.16863

***

Entry from the OMol25 dataset: a molecular structure, C5H6O2 (ωB97M-V/def2-TZVPD).

Computed properties:
Kohn-Sham gap	11.10	eV
relative energy (zero: lowest compared OMol25 entry of this formula, charge and spin)	216.2	kJ/mol

Atoms and positions in Å:
C -0.47319 -0.85854 -1.07016
C -0.90169 -0.11054 1.01786
C 0.13095 -1.16872 0.81307
C 0.11021 0.07096 -0.04307
C 0.89997 1.24697 -0.40788
O -0.79574 -0.72057 -2.17913
O -0.35264 -1.99057 -0.30789
H -2.03126 -0.28093 0.81455
H -0.83034 0.66496 1.83418
H 0.78556 -1.62344 1.53296
H 0.67098 1.51903 -1.50907
H 1.93985 0.97188 -0.55612
H 0.84732 2.27952 0.06070

***

Entry from the OMol25 dataset: 2 unconnected molecules or ions with the total composition HNO4P (ωB97M-V/def2-TZVPD).

Computed properties:
Kohn-Sham gap	7.92	eV
relative energy (zero: lowest compared OMol25 entry of this formula, charge and spin)	24.9	kJ/mol
total charge	+1

Atoms and positions in Å:
N 1.02955 0.47583 1.63123
O 0.24660 1.20346 1.86789
O 1.73014 -0.33200 1.48686
O 0.67939 0.63802 -1.22485
O -1.13708 -0.94396 -0.85374
P -0.49355 0.06622 -1.94234
H -2.05504 -1.10757 -0.96505

***

Entry from the OMol25 dataset: C5H8N2S in the gas phase (ωB97M-V/def2-TZVPD).

Computed properties:
Kohn-Sham gap	8.73	eV
SMILES	CC1=CCNN=CS1
relative energy (zero: lowest compared OMol25 entry of this formula, charge and spin)	432.5	kJ/mol

Atoms and positions in Å:
C -2.51580 -0.05872 -0.29949
C -1.10224 -0.11867 0.03028
C -0.29637 0.94177 0.02653
C 1.13069 1.05533 0.46502
N 1.91932 0.30247 -0.41653
N 2.20528 -0.99038 -0.18370
C 1.24010 -1.83724 -0.01657
S -0.43971 -1.95440 0.17252
H -2.67323 1.06527 -0.36921
H -2.98063 -0.36566 0.65749
H -2.47451 -0.64798 -1.10995
H -1.08439 1.84313 -0.11348
H 1.45226 2.10574 0.22892
H 1.15910 0.78058 1.62502
H 2.74010 0.66945 -0.55977
H 1.72002 -2.79068 -0.13707

***

Entry from the OMol25 dataset: a molecular structure, C35H73F5I3N10O11P2S (ωB97M-V/def2-TZVPD).

Computed properties:
Kohn-Sham gap	7.58	eV
total charge	+1

Atoms and positions in Å:
O 3.50865 1.26064 4.05751
P 2.74707 2.61525 3.55274
I 1.23928 3.17867 5.38657
N 1.63687 1.82795 2.35830
C 2.09289 1.46956 1.17649
I 4.02733 1.74401 0.57058
S 1.03480 0.71520 0.12268
C -0.30069 0.63309 1.40900
C -0.53832 -0.82666 1.83176
C 0.75408 -1.51774 2.34223
C 1.16621 -2.72062 1.47778
C 2.66851 -3.01349 1.49493
F 3.41228 -1.92564 1.89105
F 2.96610 -4.03217 2.35811
C 3.21884 -3.43539 0.11557
F 3.07272 -2.43940 -0.76114
F 4.50304 -3.75117 0.17898
F 2.54892 -4.49196 -0.33866
P -1.96312 1.32251 0.74019
O -2.20782 0.28374 -0.47554
I -1.17131 3.38742 -0.35774
C 0.21102 1.50568 2.59603
H 3.31958 0.49313 3.49268
H -0.97080 -1.39451 0.99982
H -1.30237 -0.80532 2.62508
H 1.57480 -0.79747 2.36356
H 0.57812 -1.86264 3.37025
H 0.66263 -3.63215 1.82285
H 0.85574 -2.57099 0.43393
H -1.40599 -0.15038 -0.81453
H 0.18472 0.90277 3.51140
H -0.38209 2.41420 2.72280
C 4.67916 -9.15541 -0.54226
C 4.17532 -9.54897 0.82918
O 3.98914 -10.71068 1.13861
N 3.93360 -8.54253 1.71599
C 4.09297 -7.11683 1.52090
H 4.81878 -10.06442 -1.11848
H 3.96135 -8.51391 -1.05512
H 5.63044 -8.62638 -0.47422
H 3.60301 -8.86700 2.61108
H 4.81268 -6.70673 2.23227
H 3.14200 -6.59991 1.65911
H 4.45144 -6.91210 0.51733
C -1.80512 -0.40957 -4.18909
C -0.47536 -0.04401 -3.60139
O -0.33109 0.16799 -2.39561
N 0.58376 0.05940 -4.43535
C 0.59009 -0.12123 -5.87435
H -2.54183 -0.45981 -3.39506
H -2.11427 0.33572 -4.92407
H -1.75691 -1.38561 -4.67182
H 1.45045 0.29629 -3.97845
H 1.26078 -0.93280 -6.16015
H 0.91957 0.78988 -6.37676
H -0.41073 -0.35704 -6.22042
C -1.95692 2.90824 -8.24662
C -2.57048 2.67188 -6.88539
O -3.01398 1.58227 -6.55725
N -2.61527 3.72235 -6.02584
C -2.14679 5.07693 -6.23634
H -2.00255 1.97595 -8.80066
H -2.50413 3.67476 -8.79580
H -0.91605 3.22275 -8.15921
H -3.04006 3.49948 -5.13844
H -1.38064 5.34064 -5.50463
H -2.96673 5.79052 -6.14548
H -1.71917 5.17507 -7.22876
C -4.18827 2.23492 4.26218
C -2.99175 3.14809 4.15599
O -2.16780 3.01982 3.25133
N -2.84244 4.10688 5.08723
C -3.68671 4.39515 6.22904
H -4.15122 1.53096 3.43589
H -4.17645 1.68713 5.20491
H -5.11798 2.80077 4.20140
H -2.01608 4.67174 4.96245
H -4.07134 5.41427 6.17541
H -3.11166 4.28028 7.14779
H -4.52939 3.71166 6.25445
C -5.77700 -3.14194 -4.19821
C -4.37148 -3.41012 -3.71574
O -3.72580 -2.56970 -3.10306
N -3.84252 -4.62651 -4.00053
C -4.47621 -5.71832 -4.71695
H -6.04693 -2.13300 -3.90184
H -5.83812 -3.23377 -5.28373
H -6.48197 -3.84594 -3.75496
H -2.89927 -4.75089 -3.66916
H -4.52777 -6.61126 -4.09059
H -3.91884 -5.95892 -5.62155
H -5.47762 -5.43756 -5.01594
C 6.75227 3.58810 8.67964
C 5.27791 3.30055 8.83975
O 4.64021 3.68578 9.80528
N 4.66971 2.58750 7.85397
C 5.22556 2.04384 6.63022
H 7.07737 4.16052 9.54241
H 7.32806 2.66345 8.62717
H 6.94199 4.16671 7.77483
H 3.68773 2.43210 8.02204
H 4.70494 2.46646 5.77454
H 5.07561 0.96298 6.61588
H 6.28692 2.25357 6.54871
C 0.96158 3.95025 9.21920
C -0.46923 3.62289 8.86141
O -0.84114 3.49009 7.69571
N -1.34595 3.47823 9.87876
C -1.09538 3.59892 11.30401
H 1.54057 4.04277 8.30562
H 1.02429 4.89251 9.76304
H 1.40543 3.17067 9.83852
H -2.28376 3.25663 9.58221
H -1.32750 2.66451 11.81539
H -1.70750 4.39081 11.73612
H -0.05237 3.83657 11.48189
C 1.75561 5.28003 -2.88076
C 2.68711 5.14706 -1.69755
O 2.38420 4.48970 -0.71129
N 3.87870 5.79045 -1.76556
C 4.39763 6.61007 -2.84434
H 0.85845 4.70754 -2.66657
H 1.48475 6.32278 -3.05008
H 2.21812 4.88999 -3.78847
H 4.44967 5.67568 -0.94267
H 5.33066 6.19780 -3.23029
H 4.58729 7.62732 -2.50041
H 3.68132 6.65330 -3.65776
C -3.75028 -4.50195 -8.87112
C -5.14348 -5.00127 -8.55999
O -5.66259 -4.81284 -7.47029
N -5.80211 -5.67033 -9.53804
C -5.34639 -5.98329 -10.87803
H -3.37324 -3.99281 -7.98912
H -3.08409 -5.32848 -9.12121
H -3.76254 -3.80210 -9.70707
H -6.72486 -5.97425 -9.26831
H -6.00339 -5.53596 -11.62500
H -5.32736 -7.06191 -11.03928
H -4.34394 -5.59798 -11.03163

***

Entry from the OMol25 dataset: 2 unconnected molecules or ions with the total composition C4H9F3OP (ωB97M-V/def2-TZVPD).

Computed properties:
Kohn-Sham gap (alpha / beta)	10.59 / 6.34	eV
relative energy (zero: lowest compared OMol25 entry of this formula, charge and spin)	249.9	kJ/mol
total charge	+1

Atoms and positions in Å:
C 1.72139 -0.16728 -0.97845
C 0.18852 1.79733 0.53531
C 0.45129 -0.93562 1.62623
C -3.35613 -0.13603 -2.11717
O 1.82478 -0.63206 2.03923
F -3.02562 -1.07680 -2.96621
F -2.21158 0.05186 -1.39012
F -4.34382 -0.36397 -1.36417
P 0.14826 0.05083 0.00460
H 2.41559 0.22093 -0.26800
H 1.62591 0.51743 -1.78714
H 1.87093 -1.27618 -1.18732
H -0.74858 1.98892 1.05211
H 0.34582 2.42757 -0.37522
H 1.00761 1.78285 1.22904
H -0.27940 -0.69090 2.34190
H 0.19737 -2.02446 1.35674
H 2.16766 -1.53439 2.24863